Here is C2H2N2O2S in the gas phase in a non-equilibrium geometry from OMol25. Energies are from ωB97M-V/def2-TZVPD.

Summary:
E_HOMO (spin up / spin down)	-7.8 / -12.2	eV
DFT total energy	-735.29892	a.u.
charge	0
strongest force on any atom	5.893	eV Å⁻¹
energy relative to the best compared isomer or geometry (same formula, charge and spin)	3.338	eV
Kohn-Sham gap (spin up / spin down)	7.257 / 7.861	eV
multiplicity	3

Geometry as XYZ:
```
9
Properties=species:S:1:pos:R:3:mulliken_spin:R:1
C 0.36592 -1.78429 -0.16903 -0.01
C 0.93484 -0.47200 0.25958 0.05
N -0.17698 -2.68321 -0.66524 0.02
N -0.38371 2.52510 -0.78483 0.89
O -2.37214 1.07058 0.17087 0.12
O -0.21702 0.24246 0.76163 0.28
S -1.03415 1.45344 -0.07827 0.64
H 1.52822 -0.49296 1.18199 0.01
H 1.35502 0.14088 -0.67671 -0.01
```

***

Here is a molecular structure, H14NaO7 from OMol25. Energies are from ωB97M-V/def2-TZVPD.

Summary:
E_HOMO	-14.5	eV
DFT total energy	-697.23048	a.u.
charge	+1
strongest force on any atom	0.958	eV Å⁻¹
energy relative to the best compared isomer or geometry (same formula, charge and spin)	0.905	eV
Kohn-Sham gap	11.064	eV
multiplicity	1

Geometry as XYZ:
```
22
Properties=species:S:1:pos:R:3:mulliken_charge:R:1
Na -22.98477 3.35233 -24.07908 0.88
O -22.64328 0.71133 -24.84483 -0.62
H -22.42641 1.03910 -25.71762 0.33
H -23.20493 -0.04684 -25.00592 0.27
O -25.71035 2.04464 -24.69699 -0.64
H -25.53048 2.52711 -23.89009 0.43
H -25.96313 1.16974 -24.40220 0.32
O -25.04284 3.60600 -22.75599 -0.66
H -25.62062 4.36319 -22.85120 0.31
H -25.00520 3.45002 -21.81233 0.30
O -22.13389 5.53004 -24.49693 -0.56
H -22.40526 6.37061 -24.12809 0.29
H -22.06120 5.69290 -25.43737 0.28
O -20.46440 2.14652 -24.17312 -0.59
H -20.87323 1.43314 -24.66319 0.32
H -20.30674 2.82745 -24.82710 0.32
O -22.84022 3.88009 -26.83686 -0.61
H -23.40242 3.14733 -27.08832 0.30
H -21.96269 3.61479 -27.11217 0.32
O -22.12510 3.77270 -21.83404 -0.62
H -22.22504 4.70686 -22.01734 0.32
H -21.17872 3.63746 -21.78605 0.31
```

***

Here is C9H10Br2F6O in the gas phase from OMol25. Energies are from ωB97M-V/def2-TZVPD.

Summary:
E_HOMO	-10.4	eV
DFT total energy	-6171.42172	a.u.
charge	0
strongest force on any atom	0.888	eV Å⁻¹
energy relative to the best compared isomer or geometry (same formula, charge and spin)	0.000	eV
Kohn-Sham gap	10.800	eV
multiplicity	1

Geometry as XYZ:
```
28
Properties=species:S:1:pos:R:3:mulliken_charge:R:1
F -3.14333 2.53067 -0.61565 -0.28
C -2.00249 1.84510 -0.72179 0.83
F -1.00131 2.67600 -0.36940 -0.26
F -1.83856 1.55255 -2.02928 -0.27
C -2.00461 0.59775 0.14692 -0.50
O -3.21685 -0.12476 -0.05314 -0.49
C -2.84352 -1.40904 -0.56374 -0.56
C -1.51068 -1.72347 0.10647 -0.79
C -0.81047 -0.36908 -0.10426 0.60
C 0.33362 -0.03399 0.85679 -0.80
C 1.66347 -0.74075 0.54554 -1.27
C 2.69271 -0.03638 -0.33654 0.59
F 3.48600 -1.02161 -0.89888 -0.31
Br 1.90214 0.94201 -1.81163 -0.06
C 3.70838 0.89958 0.42802 0.53
F 4.18576 1.87134 -0.35234 -0.22
F 4.75372 0.14730 0.81537 -0.22
Br 2.98055 1.75161 2.01553 -0.12
H -1.99516 0.91617 1.19984 0.42
H -3.64554 -2.13812 -0.43352 0.40
H -2.63763 -1.29596 -1.64078 0.27
H -1.03747 -2.52168 -0.47977 0.38
H -1.58502 -1.99594 1.16264 0.35
H -0.53383 -0.30845 -1.15893 0.19
H 0.46024 1.04660 0.93884 0.52
H 0.00964 -0.38041 1.84871 0.36
H 2.18943 -0.99310 1.47466 0.44
H 1.44082 -1.68394 0.03032 0.28
```